1.
{
  "formula": "C2H5O3PS",
  "method": "the ωB97M-V functional and the def2-TZVPD basis",
  "smiles": "O=P(O)=S.CC=O",
  "homo_lumo_gap_ev": 9.6255,
  "homo_ev": -10.010,
  "species": ["O", "P", "O", "S", "H", "C", "C", "O", "H", "H", "H", "H"],
  "positions_angstrom": [[-3.183544, 1.223703, -1.605890], [-2.938379, 0.331567, -0.479761], [-2.501397, 1.111899, 0.826632], [-2.880845, -1.593032, -0.497023], [-2.869759, 2.002958, 0.597900], [2.304168, -1.031078, 0.176760], [1.761880, 0.357716, 0.131093], [1.457998, 1.000168, -0.845496], [3.086864, -1.190512, -0.580643], [1.468580, -1.721208, -0.215361], [2.484955, -1.204982, 1.293939], [1.809475, 0.712803, 1.197850]],
  "atomic_forces_ev_per_a": [[-0.3711, 0.3718, 0.1766], [0.7495, -2.1699, -0.9163], [-1.0093, 0.6230, -0.4344], [-0.0552, 1.3925, 0.4547], [0.7366, -0.2091, 0.7046], [-1.6680, -1.3665, -0.0697], [0.8025, 0.3480, 0.1041], [-0.0485, -0.3759, 0.9081], [0.2188, 0.1028, 0.7851], [1.0290, 0.7889, 0.8711], [0.3595, -0.4578, -1.9420], [-0.7439, 0.9521, -0.6417]],
  "nbo_charge": [-1.00, 1.88, -0.94, -0.46, 0.52, -0.74, 0.44, -0.52, 0.26, 0.25, 0.22, 0.09]
}

=====

2.
{
  "formula": "C2H5O3S",
  "method": "the ωB97M-V functional and the def2-TZVPD basis",
  "smiles": "C=[S@@](=O)([O-])OC",
  "homo_lumo_gap_ev": 7.1282,
  "total_charge": -1,
  "homo_ev": -3.099,
  "species": ["C", "S", "O", "O", "O", "C", "H", "H", "H", "H", "H"],
  "positions_angstrom": [[1.474645, -0.983805, -0.100754], [1.039711, 0.638370, 0.445089], [1.457227, 0.855542, 1.798538], [1.325424, 1.663053, -0.564396], [-0.691499, 0.637107, 0.689741], [-1.516310, 0.191375, -0.291134], [0.958742, -1.550344, -0.913821], [1.362342, -1.518125, 0.882633], [-2.140297, -0.636428, -0.081503], [-1.030456, -0.170204, -1.262244], [-2.239526, 0.873461, -0.602145]],
  "atomic_forces_ev_per_a": [[-0.3572, 0.6918, 1.8668], [-0.2867, -2.4361, -2.7415], [0.1278, 0.3158, 0.2503], [-0.7281, -0.6128, 1.0199], [1.1696, 0.7662, 1.0273], [1.0674, -1.3555, -2.8761], [0.1623, 1.2365, 0.4720], [0.1594, 0.1366, -0.9549], [-0.3580, -1.4974, 1.2765], [0.0409, 0.6654, 1.1610], [-0.9974, 2.0896, -0.5012]],
  "nbo_charge": [-1.17, 2.27, -0.97, -0.98, -0.75, -0.24, 0.19, 0.18, 0.15, 0.16, 0.15]
}

=====

3.
{
  "formula": "C2H5O6P",
  "method": "the ωB97M-V functional and the def2-TZVPD basis",
  "smiles": "O=CCO[P@@](=O)(O)OO",
  "homo_lumo_gap_ev": 10.8527,
  "homo_ev": -10.437,
  "species": ["O", "C", "C", "O", "P", "O", "O", "O", "O", "H", "H", "H", "H", "H"],
  "positions_angstrom": [[3.373002, -0.299652, 0.800714], [2.300359, 0.090529, 0.438487], [1.393345, -0.766337, -0.424474], [0.331418, 0.001528, -1.009584], [-0.929315, 0.373054, -0.135292], [-0.717499, 0.389553, 1.313595], [-1.499949, 1.695016, -0.783406], [-1.950983, -0.757867, -0.650853], [-3.159623, -0.638569, 0.124985], [1.913516, 1.092977, 0.706065], [0.997062, -1.587375, 0.176290], [1.972506, -1.180102, -1.246556], [-1.175608, 2.477098, -0.321843], [-2.848232, -0.889852, 1.011875]],
  "atomic_forces_ev_per_a": [[-0.0107, -0.0220, 0.0306], [-0.0038, 0.0360, -0.0375], [-0.0541, -0.0396, 0.0005], [0.0249, 0.1563, 0.0211], [-0.0990, -0.0613, -0.0186], [0.0121, 0.0191, -0.0403], [0.1812, -0.1319, -0.0057], [-0.0373, -0.0579, 0.0510], [0.1008, 0.0559, -0.0102], [-0.0051, -0.0471, -0.0214], [0.0301, 0.0115, 0.0201], [-0.0116, -0.0011, -0.0167], [-0.0876, 0.1160, 0.0219], [-0.0399, -0.0338, 0.0053]],
  "nbo_charge": [-0.50, 0.43, -0.18, -0.80, 2.52, -1.11, -0.97, -0.54, -0.41, 0.12, 0.22, 0.23, 0.52, 0.47]
}

=====

4.
{
  "formula": "C2H5OP",
  "method": "the ωB97M-V functional and the def2-TZVPD basis",
  "smiles": "O[C@@H]1CP1",
  "homo_lumo_gap_ev": 9.8886,
  "homo_ev": -8.900,
  "species": ["O", "C", "C", "P", "H", "H", "H", "H", "H"],
  "positions_angstrom": [[0.193063, -0.759478, 1.457050], [0.262257, -0.715897, 0.101656], [0.424583, 0.585867, -0.599491], [-1.170038, -0.160148, -0.884296], [-0.289965, 0.113144, 1.518857], [0.589318, -1.649815, -0.188122], [0.646987, 1.545815, -0.066006], [1.106578, 0.611164, -1.588451], [-1.762783, 0.429349, 0.248803]],
  "atomic_forces_ev_per_a": [[-1.1907, 2.5964, 1.1977], [-0.1785, 0.1729, -0.6138], [3.7470, 1.2338, -2.4608], [-2.0374, 0.0096, -0.7030], [0.5641, -1.2328, 1.6680], [1.4814, -1.4338, -1.4156], [-0.5431, -1.1837, -0.1125], [-1.5219, -0.2878, 2.2995], [-0.3209, 0.1254, 0.1405]],
  "nbo_charge": [-0.66, -0.12, -0.74, 0.43, 0.46, 0.21, 0.25, 0.25, -0.07]
}

=====

5.
{
  "formula": "C2H5OP",
  "method": "the ωB97M-V functional and the def2-TZVPD basis",
  "homo_lumo_gap_ev": [8.0270, 6.9991],
  "homo_ev": [-8.638, -7.574],
  "species": ["C", "C", "O", "P", "H", "H", "H", "H", "H"],
  "positions_angstrom": [[-0.693720, 0.504747, -0.256172], [0.433209, 0.095295, 0.573130], [1.605428, 0.576920, 0.231570], [-2.271825, 0.088324, 0.246464], [-0.526780, 0.896418, -1.182495], [0.673493, -1.634791, -0.291083], [0.175861, -0.403463, 1.476697], [2.430513, 0.236905, 0.618696], [-2.836551, 0.700331, -1.063130]],
  "atomic_forces_ev_per_a": [[-0.1810, -1.9960, 3.4721], [-1.4640, -2.3199, -2.9655], [1.8505, 1.5685, 0.0089], [-0.3666, 1.4137, -2.1786], [0.7189, 1.2405, -2.1962], [-0.3939, 1.2251, 0.7829], [0.4814, 0.0241, 1.0365], [-0.9924, -0.2345, 0.2254], [0.3471, -0.9215, 1.8145]],
  "nbo_charge": [-0.59, 0.14, -0.68, 0.35, 0.22, -0.10, 0.20, 0.50, -0.04]
}

=====

6.
{
  "formula": "C2H5OPS",
  "method": "the ωB97M-V functional and the def2-TZVPD basis",
  "smiles": "C[PH]#CSO",
  "homo_lumo_gap_ev": 8.1322,
  "homo_ev": -8.565,
  "species": ["C", "P", "C", "S", "O", "H", "H", "H", "H", "H"],
  "positions_angstrom": [[-1.994357, -0.264734, 0.094566], [-0.472630, -0.079076, 1.193593], [0.917880, 0.289969, -0.163596], [2.405271, 0.747633, 0.473074], [3.221049, 1.095308, -0.952298], [-1.576331, -0.293464, -0.937834], [-2.759178, 0.408534, 0.405647], [-2.265910, -1.269850, 0.396081], [-0.302657, -1.479953, 1.163141], [2.826863, 0.845634, -1.672374]],
  "atomic_forces_ev_per_a": [[2.1562, -0.9212, 0.1150], [0.9113, 0.3327, -1.1416], [0.8328, 0.4220, 2.5983], [-2.7088, -0.8412, -2.9322], [4.5378, 2.5849, 7.7889], [-1.0429, 0.3950, 0.5653], [-0.4553, 0.7191, -0.5020], [-0.5798, -0.1550, -0.3378], [0.6305, 0.0315, 0.1865], [-4.2818, -2.5678, -6.3403]],
  "nbo_charge": [-0.90, 0.47, -0.61, 0.75, -0.85, 0.25, 0.23, 0.22, -0.03, 0.48]
}

=====

7.
{
  "formula": "C2H5OS",
  "method": "the ωB97M-V functional and the def2-TZVPD basis",
  "homo_lumo_gap_ev": 6.8367,
  "total_charge": -1,
  "homo_ev": -2.790,
  "species": ["S", "H", "O", "C", "C", "H", "H", "H", "H"],
  "positions_angstrom": [[0.016739, 1.800475, 1.709699], [0.460281, 2.907638, 2.326152], [-0.016338, -2.442641, -0.109667], [-0.245093, -1.256314, 0.012440], [0.042119, -0.244173, -1.052915], [-0.632908, -0.847613, 0.961323], [0.084665, -0.700318, -2.041400], [0.991649, 0.230588, -0.795117], [-0.701114, 0.552359, -1.010515]],
  "atomic_forces_ev_per_a": [[0.0116, 0.0162, -0.0202], [-0.0219, -0.0214, 0.0132], [-0.1869, 0.1608, -0.0043], [0.3113, -0.1990, -0.0181], [-0.2220, 0.0537, 0.0320], [-0.0020, -0.0042, -0.0227], [0.0767, -0.0980, 0.0358], [-0.0324, 0.0502, -0.0070], [0.0655, 0.0418, -0.0087]],
  "nbo_charge": [-1.09, 0.10, -0.58, 0.45, -0.74, 0.15, 0.20, 0.27, 0.25]
}

=====

8.
{
  "formula": "C2H5OS",
  "method": "the ωB97M-V functional and the def2-TZVPD basis",
  "multiplicity": 2,
  "homo_lumo_gap_ev": [3.2221, 6.5339],
  "total_charge": -2,
  "homo_ev": [3.975, 0.653],
  "species": ["S", "H", "O", "C", "C", "H", "H", "H", "H"],
  "positions_angstrom": [[1.436260, -1.961148, -2.140257], [1.732403, -0.776016, -1.606581], [-2.017496, -0.313506, 1.270013], [-0.884908, -0.390757, 0.655961], [-0.136396, 0.913921, 0.406616], [-0.302636, -1.263566, 0.316859], [0.511668, 0.815573, -0.476649], [0.489056, 1.212097, 1.268943], [-0.827953, 1.763400, 0.305095]],
  "atomic_forces_ev_per_a": [[0.2988, -0.3994, -0.4472], [0.0019, 0.1721, 0.1151], [-0.6422, -0.6558, 0.6268], [0.9383, 1.4662, -0.7708], [-0.1803, -0.5773, 0.0148], [-0.6720, -0.2294, 0.3154], [-0.0250, 0.2045, 0.1618], [0.4191, 0.1420, 0.3026], [-0.1386, -0.1229, -0.3185]],
  "mulliken_spin": [0.01, 0.00, 0.23, 0.64, 0.00, 0.01, 0.01, 0.06, 0.04]
}

=====

9.
{
  "formula": "C2H5P",
  "method": "the ωB97M-V functional and the def2-TZVPD basis",
  "homo_lumo_gap_ev": 9.0056,
  "homo_ev": -8.817,
  "species": ["C", "C", "P", "H", "H", "H", "H", "H"],
  "positions_angstrom": [[-0.298678, 1.333161, -1.292201], [-1.355466, 1.139513, -0.363665], [0.476075, 0.498724, -0.109814], [2.205726, 2.803667, -0.778024], [-0.173187, 1.833652, -2.319273], [-1.714918, 2.095187, 0.082498], [-2.147906, 0.356889, -0.251382], [2.447597, 3.539555, -0.486619]],
  "atomic_forces_ev_per_a": [[1.2029, -0.1658, -3.2086], [-1.4710, 0.3827, 2.2027], [-0.6904, 0.7307, -0.0642], [0.7157, 2.1893, 0.8683], [-0.2126, -0.8446, 1.8238], [0.2826, -0.7622, 0.2554], [0.8186, 0.5696, -1.0045], [-0.6458, -2.0997, -0.8729]],
  "nbo_charge": [-0.57, -0.61, 0.55, -0.01, 0.24, 0.19, 0.22, 0.00]
}

=====

10.
{
  "formula": "C2H5S",
  "method": "the ωB97M-V functional and the def2-TZVPD basis",
  "homo_lumo_gap_ev": 6.3721,
  "total_charge": -1,
  "homo_ev": -2.423,
  "species": ["S", "H", "C", "C", "H", "H", "H", "H"],
  "positions_angstrom": [[-2.212276, -0.146250, 0.099739], [-1.043307, 0.490337, -0.074550], [2.628420, 0.248005, 0.470423], [1.956710, -0.038146, -0.638622], [3.664225, 0.012225, 0.692233], [2.094767, 0.640590, 1.329145], [0.888139, -0.221164, -0.527034], [2.428745, -0.299325, -1.580369]],
  "atomic_forces_ev_per_a": [[0.0545, -0.0449, -0.0062], [-0.0464, 0.0795, 0.0122], [-0.0688, -0.1209, 0.4489], [0.0003, -0.6493, 0.4551], [0.3140, 0.6286, -0.6725], [-0.2315, -0.4452, 0.1146], [-0.0973, 0.8655, -0.5361], [0.0753, -0.3133, 0.1840]],
  "nbo_charge": [-1.06, 0.07, -0.41, -0.38, 0.17, 0.19, 0.24, 0.18]
}

=====

11.
{
  "formula": "C2H6BNO3",
  "method": "the ωB97M-V functional and the def2-TZVPD basis",
  "smiles": "O=CNCB(O)O",
  "homo_lumo_gap_ev": 9.4890,
  "homo_ev": -9.512,
  "species": ["O", "C", "N", "C", "B", "O", "O", "H", "H", "H", "H", "H", "H"],
  "positions_angstrom": [[-2.380935, -1.151879, -1.752445], [-2.134605, -0.168540, -1.073349], [-1.110102, -0.046842, -0.140289], [0.098524, -0.830084, -0.009809], [1.170550, 0.165563, 0.527568], [2.240139, -0.333721, 1.278944], [1.114349, 1.459753, 0.277967], [-2.814684, 0.752756, -1.165069], [-0.968154, 0.898113, 0.272145], [0.205975, -1.263115, -0.983788], [-0.222018, -1.669990, 0.544942], [2.952256, 0.229778, 1.626666], [1.848706, 1.958207, 0.596517]],
  "atomic_forces_ev_per_a": [[0.6834, 0.5769, 0.5980], [-0.0917, 0.1348, 0.2066], [-1.6662, 2.8282, -0.2664], [-1.6868, 0.2293, -0.7617], [2.6701, -2.4228, 1.3044], [-0.2673, -0.2861, -0.1107], [-1.3805, 1.6108, -1.0065], [0.9819, -0.8631, 0.4677], [-0.9358, -0.9954, -0.8603], [1.0794, -0.1828, -0.8397], [0.6421, -1.0769, 1.3297], [-0.6839, -0.1351, -0.4044], [0.6554, 0.5822, 0.3434]],
  "nbo_charge": [-0.61, 0.53, -0.61, -0.59, 1.10, -0.90, -0.88, 0.11, 0.39, 0.25, 0.23, 0.49, 0.50]
}

=====

12.
{
  "formula": "C2H6Br2N",
  "method": "the ωB97M-V functional and the def2-TZVPD basis",
  "homo_lumo_gap_ev": 4.7380,
  "total_charge": 1,
  "homo_ev": -12.482,
  "species": ["C", "C", "N", "Br", "Br", "H", "H", "H", "H", "H", "H"],
  "positions_angstrom": [[-0.110251, 0.153072, 0.672538], [-0.170889, 0.537456, -3.576326], [0.057742, -0.902708, -0.268433], [0.160789, -1.195475, -4.171232], [-1.648146, 0.868601, -2.569549], [0.785750, 0.757719, 0.930947], [-1.034949, 0.582362, 0.339471], [-0.120759, -0.280343, 1.632364], [0.470435, 1.238462, -3.911780], [-0.722789, -1.395619, -0.441288], [0.861689, -1.597013, 0.024015]],
  "atomic_forces_ev_per_a": [[0.9595, -0.4037, 0.8596], [-3.2347, -4.6881, 1.0295], [6.8248, -0.5822, -0.5602], [-0.1876, 1.9228, 0.6995], [1.4005, 0.1121, -0.8411], [-0.5283, 0.4996, -1.7088], [-0.2241, 1.3054, 0.7800], [-1.4805, -0.4759, 1.6896], [2.0647, 2.6688, -0.8244], [-3.2756, -2.1605, -0.2575], [-2.3188, 1.8016, -0.8661]],
  "nbo_charge": [-0.42, -0.13, -0.88, 0.43, 0.48, 0.21, 0.18, 0.19, 0.22, 0.35, 0.37]
}

=====

Relative energy (zero: lowest compared OMol25 entry of this formula, charge and spin) (computed, kcal/mol): 25.7 49.4 72.8 43.4 107.8 84.9 0.6 15.2 57.4 22.3 0.0 79.4
Molar mass (computed, g/mol): 140.1 109.1 156.0 76.0 76.0 108.1 77.1 77.1 60.0 61.1 102.9 203.9